103
Properties=species:S:1:pos:R:3:lowdin_charge:R:1 method="wB97M-V/def2-TZVPD" e_lumo_ev="-3.568 / -5.594" total_energy_ha=-5018.3871 charge=+1 relative_energy_kcal_mol=60.8 multiplicity=4 e_homo_ha="-0.3850 / -0.4010"
W -0.243 -1.906 -1.484 2.040
C 1.959 -2.088 -5.224 -0.192
C 3.063 -2.600 -4.298 -0.153
C 2.613 -2.935 -2.872 -0.203
N 1.883 -1.795 -2.284 -0.028
C 2.568 -0.723 -2.009 -0.185
C 4.009 -0.737 -2.019 0.039
C 4.941 0.259 -1.902 -0.030
C 4.766 1.601 -1.567 -0.019
C 3.569 2.193 -1.154 -0.034
C 2.296 1.699 -1.189 0.024
C 1.746 0.489 -1.753 -0.195
N 0.473 0.341 -1.990 0.012
C -0.348 1.568 -1.852 -0.186
C -1.524 1.746 -2.793 -0.155
C -2.622 0.718 -2.648 -0.218
N -2.044 -0.516 -3.133 0.039
C -2.762 -1.389 -3.728 -0.233
C -4.208 -1.397 -3.660 0.025
C -5.134 -2.083 -4.395 -0.058
C -4.926 -2.867 -5.533 -0.037
C -3.695 -3.191 -6.127 -0.054
C -2.425 -3.015 -5.665 0.018
C -1.946 -2.431 -4.419 -0.194
N -0.775 -2.670 -3.938 0.042
C 0.023 -3.700 -4.613 -0.205
C 0.955 -3.139 -5.685 -0.166
H 2.434 -1.671 -6.114 0.116
H 1.428 -1.257 -4.748 0.102
H 3.851 -1.844 -4.256 0.102
H 3.522 -3.498 -4.720 0.130
H 3.450 -3.224 -2.238 0.111
H 1.957 -3.784 -2.855 0.075
H 4.432 -1.717 -2.155 0.108
H 5.969 -0.061 -2.028 0.124
H 5.657 2.213 -1.518 0.120
H 3.663 3.183 -0.722 0.123
H 1.572 2.337 -0.707 0.102
H 0.291 2.426 -2.041 0.111
H -0.694 1.646 -0.817 0.121
H -1.167 1.734 -3.825 0.125
H -1.917 2.748 -2.602 0.125
H -3.486 1.021 -3.244 0.122
H -2.939 0.616 -1.608 0.125
H -4.602 -0.794 -2.852 0.116
H -6.165 -1.958 -4.088 0.116
H -5.811 -3.241 -6.032 0.113
H -3.767 -3.698 -7.083 0.116
H -1.653 -3.380 -6.324 0.096
H -0.630 -4.452 -5.055 0.118
H 0.572 -4.234 -3.852 0.086
H 0.354 -2.703 -6.488 0.107
H 1.491 -3.985 -6.125 0.125
F -1.931 -2.730 -1.580 -0.359
Sb 1.654 -4.769 0.596 1.624
F 2.465 -3.151 -0.026 -0.462
F 3.190 -5.729 -0.018 -0.510
F 2.310 -4.473 2.352 -0.493
F 0.279 -3.726 -1.858 -0.489
F -0.341 -2.897 0.210 -0.478
O -1.443 -0.633 -0.305 -0.119
C -0.528 -0.390 0.557 -0.588
O 0.626 -0.784 0.222 -0.078
C -0.809 0.318 1.831 -0.146
C 0.390 1.040 2.432 -0.240
Ge -0.136 1.934 4.109 1.011
C -0.948 0.552 5.210 -0.284
C -0.144 -0.453 5.754 -0.114
C -0.703 -1.499 6.472 -0.078
C -2.078 -1.557 6.657 -0.081
C -2.890 -0.570 6.119 -0.080
C -2.327 0.476 5.398 -0.106
C -1.430 3.321 3.655 -0.267
C -2.219 3.914 4.641 -0.108
C -3.117 4.924 4.325 -0.075
C -3.238 5.362 3.013 -0.083
C -2.455 4.790 2.021 -0.088
C -1.560 3.779 2.345 -0.121
C 1.432 2.702 4.962 -0.272
C 2.300 3.505 4.221 -0.115
C 3.409 4.090 4.812 -0.089
C 3.666 3.878 6.160 -0.084
C 2.810 3.086 6.911 -0.078
C 1.700 2.502 6.314 -0.104
H -1.180 -0.454 2.517 0.143
H -1.658 0.984 1.652 0.123
H 0.812 1.762 1.726 0.057
H 1.181 0.324 2.663 0.088
H 0.933 -0.420 5.621 0.105
H -0.066 -2.269 6.889 0.106
H -2.515 -2.371 7.220 0.105
H -3.962 -0.612 6.260 0.105
H -2.974 1.239 4.979 0.093
H -2.133 3.590 5.672 0.107
H -3.721 5.373 5.103 0.107
H -3.937 6.150 2.766 0.105
H -2.539 5.136 0.998 0.100
H -0.949 3.348 1.557 0.080
H 2.103 3.691 3.169 0.093
H 4.071 4.715 4.226 0.101
H 4.530 4.335 6.625 0.105
H 3.005 2.924 7.963 0.106
H 1.037 1.888 6.913 0.096


101
Properties=species:S:1:pos:R:3:lowdin_charge:R:1 method="wB97M-V/def2-TZVPD" e_lumo_ev="2.312 / 2.312" total_energy_ha=-3624.9807 charge=-1 multiplicity=2 e_homo_ha="-0.2094 / -0.2096"
Yb -0.582 0.198 -0.634 1.588
O -0.318 1.429 1.100 -0.297
C -0.033 2.243 2.132 -0.506
C 0.195 1.379 3.411 -0.070
C 1.320 0.450 3.193 -0.271
C 2.661 0.859 3.374 0.014
C 3.647 -0.053 2.838 -0.052
C 3.297 -1.230 2.228 -0.036
C 1.955 -1.548 2.135 -0.236
C 1.451 -2.806 1.383 -0.071
C 1.514 -2.632 -0.122 -0.511
O 0.936 -1.406 -0.457 -0.316
C 0.676 -3.777 -0.703 -0.109
C 0.293 -3.650 -2.054 -0.024
C -0.412 -4.697 -2.703 -0.117
C -0.835 -5.763 -2.005 -0.131
C -0.375 -5.956 -0.719 -0.097
C 0.475 -5.058 -0.124 -0.019
C 2.887 -2.855 -0.721 -0.156
C 3.129 -2.060 -1.843 -0.006
C 4.309 -2.275 -2.540 -0.072
C 5.223 -3.200 -2.068 -0.110
C 4.985 -3.936 -0.923 -0.096
C 3.820 -3.718 -0.250 -0.068
N 1.047 -0.710 2.613 0.166
C 1.173 3.127 1.889 -0.144
C 2.093 2.730 0.874 0.001
C 3.268 3.433 0.619 -0.081
C 3.595 4.565 1.381 -0.101
C 2.656 4.978 2.351 -0.094
C 1.487 4.230 2.622 -0.043
C -1.285 3.097 2.373 -0.166
C -1.755 3.408 3.640 -0.086
C -2.772 4.294 3.788 -0.127
C -3.343 4.919 2.678 -0.113
C -2.941 4.575 1.373 -0.053
C -1.809 3.725 1.256 -0.013
H -0.670 0.810 3.591 0.096
H 0.426 2.028 4.256 0.113
H 2.943 1.775 3.884 0.108
H 4.679 0.218 2.956 0.091
H 4.105 -1.911 1.903 0.114
H 0.421 -2.922 1.713 0.108
H 1.924 -3.714 1.719 0.092
H 0.549 -2.742 -2.578 0.105
H -0.700 -4.607 -3.750 0.104
H -1.345 -6.616 -2.567 0.127
H -0.715 -6.800 -0.167 0.093
H 0.701 -5.194 0.899 0.091
H 2.400 -1.361 -2.193 0.091
H 4.616 -1.672 -3.390 0.100
H 6.122 -3.336 -2.652 0.092
H 5.721 -4.639 -0.516 0.105
H 3.600 -4.288 0.699 0.133
H 1.797 1.918 0.208 0.092
H 3.918 3.266 -0.222 0.086
H 4.476 5.204 1.265 0.091
H 2.842 5.960 2.770 0.085
H 0.885 4.665 3.457 0.127
H -1.349 2.928 4.566 0.124
H -3.276 4.535 4.695 0.086
H -4.092 5.749 2.898 0.110
H -3.416 4.941 0.402 0.124
H -1.413 3.543 0.278 0.109
O -6.306 0.383 -3.204 0.120
C -5.772 -0.780 -3.442 -0.517
O -6.209 -1.663 -4.125 0.086
C -4.276 -0.933 -3.062 -0.014
C -3.577 -2.082 -3.469 0.021
N -2.304 -1.894 -3.063 0.018
N -2.088 -0.802 -2.379 0.042
C -3.289 -0.204 -2.353 -0.159
C -3.458 1.048 -1.583 -0.594
O -4.520 1.668 -1.747 0.037
O -2.484 1.449 -0.886 -0.108
H -5.558 0.967 -2.806 0.090
H -3.865 -2.922 -4.028 0.119
H -1.542 -2.536 -3.153 0.104
N -3.421 0.581 2.898 0.033
C -3.939 0.124 1.609 -0.247
C -3.416 -1.229 1.127 -0.255
N -1.998 -1.361 0.834 -0.031
H -3.906 0.230 3.693 0.052
H -3.260 1.584 2.886 0.048
H -3.521 0.846 0.990 0.058
H -5.031 0.144 1.642 0.116
H -4.027 -1.434 0.231 0.109
H -3.741 -1.998 1.797 0.093
H -1.825 -2.348 0.581 0.087
H -1.377 -1.292 1.666 0.076
C 0.753 2.005 -4.165 -0.093
C 1.364 2.047 -2.812 -0.589
C 2.778 1.561 -2.801 -0.079
O 0.510 1.344 -1.928 -0.389
H 1.409 2.366 -4.930 0.058
H -0.203 2.566 -4.224 0.084
H 0.450 0.970 -4.428 0.082
H 1.414 3.152 -2.500 0.146
H 2.910 0.648 -3.400 0.070
H 3.136 1.382 -1.769 0.075
H 3.410 2.362 -3.206 0.077


102
Properties=species:S:1:pos:R:3:lowdin_charge:R:1 method="wB97M-V/def2-TZVPD" e_lumo_ev=-0.006 total_energy_ha=-2574.6178 charge=0 relative_energy_kcal_mol=63.1 e_homo_ha=-0.1942
In -1.185 0.607 -1.001 0.983
C 0.731 -1.026 -3.310 -0.285
C -1.190 -2.254 -2.562 -0.171
C -2.690 -1.987 -2.329 -0.171
N -2.913 -0.600 -2.028 -0.029
C -3.569 0.203 -2.836 -0.238
C -3.954 -0.108 -4.154 -0.026
C -4.872 0.492 -4.993 -0.091
C -5.818 1.460 -4.697 -0.121
C -5.922 2.171 -3.509 -0.093
C -5.009 2.248 -2.484 -0.026
C -3.780 1.568 -2.306 -0.225
N -2.791 2.027 -1.592 -0.031
C -2.762 3.331 -0.999 -0.224
C -3.094 3.247 0.496 -0.145
C -1.892 2.776 1.350 -0.235
N -0.846 2.234 0.530 -0.071
C 0.427 2.313 0.874 -0.255
C 0.813 2.557 2.208 -0.025
C 2.041 2.757 2.805 -0.076
C 3.285 2.886 2.218 -0.088
C 3.551 2.823 0.860 -0.064
C 2.723 2.475 -0.182 0.002
C 1.362 2.086 -0.239 -0.229
N 0.841 1.610 -1.355 -0.015
C 1.734 1.241 -2.424 -0.226
C 1.077 0.454 -3.554 -0.097
H 0.798 -1.531 -4.295 0.157
H 2.692 -1.364 -2.579 0.153
H -0.720 -2.633 -1.647 0.118
H -1.037 -2.997 -3.356 0.135
H -3.017 -2.575 -1.464 0.116
H -3.274 -2.316 -3.199 0.109
H -3.403 -0.930 -4.599 0.103
H -4.907 0.093 -6.001 0.105
H -6.554 1.682 -5.459 0.092
H -6.789 2.816 -3.413 0.105
H -5.252 2.947 -1.693 0.101
H -3.444 4.024 -1.508 0.116
H -1.740 3.704 -1.105 0.118
H -3.925 2.552 0.624 0.104
H -3.412 4.231 0.853 0.110
H -2.246 2.041 2.090 0.093
H -1.499 3.639 1.905 0.119
H -0.011 2.515 2.912 0.098
H 2.015 2.866 3.884 0.107
H 4.127 3.084 2.866 0.092
H 4.574 3.039 0.578 0.104
H 3.210 2.536 -1.144 0.095
H 2.584 0.673 -2.014 0.118
H 2.142 2.158 -2.881 0.129
H 1.747 0.515 -4.415 0.126
H 0.130 0.941 -3.814 0.122
C 7.037 2.025 2.785 -0.112
O 6.598 1.636 1.512 -0.122
C 6.265 0.314 1.319 -0.288
C 5.761 -0.005 0.057 -0.018
C 5.356 -1.283 -0.238 -0.025
C 5.447 -2.304 0.725 -0.341
C 6.008 -1.981 1.965 -0.038
C 6.398 -0.692 2.266 -0.035
N 5.193 -3.622 0.451 0.005
N 4.325 -4.063 -0.350 0.026
C 3.229 -3.459 -0.790 -0.297
C 2.601 -4.023 -1.960 -0.053
C 1.805 -3.262 -2.717 -0.084
C 1.689 -1.786 -2.383 -0.196
O -0.626 -1.020 -2.927 -0.187
C 1.519 -1.675 -0.886 -0.160
N 0.586 -0.958 -0.281 0.078
C 0.640 -0.788 1.041 -0.171
C 1.638 -1.338 1.823 -0.032
C 2.547 -2.187 1.236 0.013
C 2.492 -2.404 -0.146 -0.103
H 7.127 3.109 2.749 0.090
H 8.016 1.599 3.032 0.095
H 6.315 1.748 3.560 0.087
H 5.692 0.778 -0.682 0.110
H 4.991 -1.519 -1.229 0.110
H 6.117 -2.762 2.702 0.106
H 6.807 -0.485 3.244 0.098
H 2.822 -5.053 -2.195 0.107
H 1.303 -3.640 -3.596 0.092
H -0.155 -0.197 1.469 0.064
H 1.668 -1.128 2.880 0.106
H 3.268 -2.718 1.832 0.111
N -2.551 -0.389 0.975 0.215
C -3.048 -0.848 1.907 -0.212
N -3.657 -1.337 2.944 -0.094
C -3.793 -0.586 4.179 -0.099
C -5.194 -0.849 4.742 -0.185
O -5.412 -2.228 4.919 -0.123
C -5.325 -2.920 3.695 -0.183
C -3.937 -2.756 3.067 -0.098
H -3.650 0.478 3.982 0.131
H -3.042 -0.927 4.905 0.138
H -5.952 -0.432 4.060 0.133
H -5.303 -0.393 5.727 0.132
H -6.095 -2.550 2.999 0.133
H -5.518 -3.969 3.923 0.132
H -3.902 -3.221 2.081 0.137
H -3.186 -3.226 3.717 0.138


96
Properties=species:S:1:pos:R:3:lowdin_charge:R:1 method="wB97M-V/def2-TZVPD" e_lumo_ev="-8.045 / -11.397" total_energy_ha=-2906.1841 charge=+3 relative_energy_kcal_mol=0.0 multiplicity=2 e_homo_ha="-0.6024 / -0.6022"
Ir 0.458 0.806 -0.178 0.965
C 2.767 0.565 2.971 -0.161
Si 1.685 -0.287 1.716 0.648
C 0.262 -0.979 2.712 -0.305
C 0.561 -1.856 3.761 -0.071
C -0.417 -2.205 4.679 -0.022
C -1.696 -1.662 4.580 -0.015
C -2.006 -0.798 3.543 -0.045
C -1.029 -0.465 2.607 -0.389
P -1.477 0.542 1.170 0.965
C -2.978 -0.278 0.564 -0.341
C -4.267 0.252 0.631 -0.072
C -5.355 -0.526 0.261 -0.039
C -5.177 -1.836 -0.161 -0.031
C -3.901 -2.385 -0.185 -0.037
C -2.815 -1.609 0.183 -0.102
C -1.965 2.146 1.878 -0.353
C -2.895 3.011 1.296 -0.131
C -3.188 4.232 1.886 -0.033
C -2.550 4.617 3.059 -0.031
C -1.619 3.771 3.646 -0.039
C -1.334 2.542 3.064 -0.103
C 2.745 -1.380 0.612 -0.306
C 3.974 -1.827 1.111 -0.059
C 4.768 -2.694 0.372 -0.016
C 4.348 -3.131 -0.877 -0.011
C 3.134 -2.697 -1.393 -0.057
C 2.353 -1.799 -0.671 -0.393
P 0.697 -1.329 -1.241 0.987
C 0.676 -0.892 -2.992 -0.384
C -0.581 -0.591 -3.533 -0.148
C -0.698 -0.245 -4.870 -0.043
C 0.438 -0.183 -5.672 -0.028
C 1.686 -0.473 -5.137 -0.034
C 1.809 -0.834 -3.800 -0.082
C -0.165 -2.920 -1.125 -0.359
C 0.052 -3.665 0.042 -0.094
C -0.477 -4.937 0.165 -0.034
C -1.212 -5.487 -0.882 -0.032
C -1.416 -4.758 -2.043 -0.042
C -0.899 -3.474 -2.168 -0.064
H 3.036 -0.232 3.675 0.061
H 2.208 1.290 3.568 0.055
H 3.697 1.010 2.621 0.049
H 1.556 -2.276 3.870 0.117
H -0.182 -2.892 5.481 0.127
H -2.452 -1.922 5.309 0.128
H -3.010 -0.399 3.453 0.129
H -4.457 1.248 1.003 0.089
H -6.350 -0.107 0.321 0.124
H -6.033 -2.435 -0.441 0.125
H -3.750 -3.418 -0.465 0.113
H -1.841 -2.063 0.237 0.063
H -3.403 2.742 0.378 0.102
H -3.927 4.882 1.434 0.127
H -2.790 5.565 3.521 0.127
H -1.134 4.054 4.571 0.124
H -0.646 1.869 3.566 0.108
H 4.315 -1.520 2.093 0.111
H 5.709 -3.040 0.779 0.130
H 4.960 -3.820 -1.444 0.130
H 2.790 -3.081 -2.346 0.124
H -1.472 -0.650 -2.913 0.115
H -1.672 -0.032 -5.291 0.127
H 0.347 0.081 -6.718 0.128
H 2.566 -0.436 -5.766 0.127
H 2.788 -1.080 -3.408 0.103
H 0.636 -3.256 0.858 0.099
H -0.304 -5.507 1.068 0.122
H -1.612 -6.488 -0.793 0.125
H -1.973 -5.188 -2.864 0.124
H -1.062 -2.940 -3.094 0.100
C 0.324 3.930 -0.139 -0.122
C -0.724 3.435 -1.103 -0.152
N -0.270 2.171 -1.717 -0.133
C 0.739 2.348 -2.800 -0.132
C 2.141 2.392 -2.244 -0.126
N 2.333 1.397 -1.142 -0.146
C 3.205 1.974 -0.089 -0.164
C 2.415 2.956 0.787 -0.138
N 0.928 2.787 0.641 -0.132
H 1.124 4.440 -0.668 0.115
H -0.108 4.652 0.555 0.145
H -1.642 3.222 -0.577 0.080
H -0.937 4.182 -1.870 0.150
H -1.078 1.717 -2.140 0.126
H 0.635 1.512 -3.482 0.079
H 0.518 3.261 -3.355 0.150
H 2.860 2.198 -3.040 0.149
H 2.381 3.375 -1.847 0.115
H 2.796 0.574 -1.518 0.101
H 3.593 1.145 0.496 0.079
H 4.065 2.473 -0.540 0.146
H 2.684 2.808 1.829 0.105
H 2.670 3.987 0.550 0.131
H 0.513 2.831 1.569 0.082